[1]
Density functional theory data (ωB97M-V/def2-TZVPD) for C22H25N5S4SbSiTi as an isolated structure.

## Properties
highest occupied orbital energy (alpha / beta) = -0.62 / -1.52 eV
2S+1 = 2
relative energy (zero: lowest compared OMol25 entry of this formula, charge and spin) = 0.0 kcal/mol
⟨S²⟩ = 0.7689
frontier orbital gap (alpha / beta) = 5.09 / 5.99 eV
net charge = -2

Positions of all 59 atoms, in Å:
Ti (-0.72, 2.18, 0.22)
N (-3.60, 1.58, 3.49)
C (-2.84, 1.39, 2.34)
S (-3.07, 2.54, 1.04)
N (-2.05, 0.38, 2.29)
N (-1.40, 0.35, 1.05)
C (-1.58, -0.72, 0.28)
C (-1.89, -2.04, 0.86)
C (-2.86, -2.88, 0.32)
C (-3.12, -4.13, 0.88)
C (-2.40, -4.55, 1.99)
C (-1.44, -3.72, 2.54)
C (-1.19, -2.47, 1.99)
C (-1.48, -0.48, -1.10)
C (-1.47, -1.48, -2.11)
C (-1.48, -1.12, -3.43)
C (-1.48, 0.25, -3.78)
C (-1.40, 1.17, -2.76)
N (-1.39, 0.85, -1.46)
H (-3.74, 2.56, 3.68)
H (-3.18, 1.09, 4.28)
H (-3.44, -2.55, -0.53)
H (-3.88, -4.77, 0.45)
H (-2.60, -5.53, 2.43)
H (-0.88, -4.03, 3.42)
H (-0.44, -1.82, 2.42)
H (-1.45, -2.52, -1.83)
H (-1.48, -1.88, -4.20)
H (-1.49, 0.58, -4.81)
H (-1.34, 2.23, -2.96)
S (-0.50, 6.79, 1.72)
Sb (0.69, 5.02, 0.88)
S (0.09, 3.07, 2.24)
S (-0.75, 4.05, -1.04)
C (2.24, 0.10, -2.79)
Si (2.22, 1.51, -1.52)
C (3.98, 1.59, -0.84)
C (2.02, 3.06, -2.55)
N (1.11, 1.26, -0.22)
C (1.58, 0.21, 0.60)
C (2.14, 0.44, 1.86)
C (2.63, -0.59, 2.64)
C (2.61, -1.91, 2.18)
C (2.06, -2.16, 0.93)
C (1.55, -1.12, 0.16)
H (2.81, 0.40, -3.68)
H (1.23, -0.16, -3.11)
H (2.71, -0.80, -2.38)
H (4.69, 1.77, -1.65)
H (4.26, 0.66, -0.34)
H (4.07, 2.40, -0.11)
H (2.87, 3.09, -3.25)
H (2.04, 3.97, -1.94)
H (1.09, 3.08, -3.13)
H (2.16, 1.46, 2.23)
H (3.05, -0.37, 3.61)
H (2.99, -2.72, 2.79)
H (2.01, -3.18, 0.55)
H (1.11, -1.34, -0.81)

---

[2]
Density functional theory data (ωB97M-V/def2-TZVPD) for one molecule with the formula C5H11N.

## Properties
highest occupied orbital energy = -7.85 eV
2S+1 = 1
relative energy (zero: lowest compared OMol25 entry of this formula, charge and spin) = 6.0 kcal/mol
frontier orbital gap = 8.94 eV
SMILES = C/C=C(\N)CC
net charge = 0

Positions of all 17 atoms, in Å:
C (2.48, -0.36, -0.18)
C (1.07, -0.68, 0.22)
C (0.09, 0.21, 0.33)
N (0.27, 1.58, 0.15)
C (-1.31, -0.19, 0.72)
C (-2.22, -0.31, -0.51)
H (3.01, 0.17, 0.62)
H (3.03, -1.26, -0.41)
H (2.50, 0.29, -1.06)
H (0.87, -1.72, 0.46)
H (-0.55, 2.07, -0.15)
H (1.10, 1.82, -0.37)
H (-1.72, 0.56, 1.40)
H (-1.29, -1.15, 1.24)
H (-2.27, 0.63, -1.05)
H (-1.82, -1.06, -1.19)
H (-3.22, -0.60, -0.22)

---

[3]
Density functional theory data (ωB97M-V/def2-TZVPD) for C32H26O5P2Pd as an isolated structure.

## Properties
highest occupied orbital energy (alpha / beta) = -6.68 / -6.68 eV
2S+1 = 1
relative energy (zero: lowest compared OMol25 entry of this formula, charge and spin) = 3.4 kcal/mol
frontier orbital gap (alpha / beta) = 5.50 / 5.50 eV
net charge = 0

Positions of all 66 atoms, in Å:
Pd (0.62, 1.40, 0.65)
C (1.19, -2.27, 0.78)
C (1.61, -1.60, -0.54)
P (2.18, 0.09, -0.19)
C (3.90, -0.14, 0.32)
C (4.29, -0.06, 1.65)
C (5.61, -0.31, 2.01)
C (6.54, -0.64, 1.04)
C (6.16, -0.72, -0.29)
C (4.85, -0.48, -0.65)
C (2.19, 1.13, -1.67)
C (1.05, 1.13, -2.48)
C (0.92, 2.06, -3.50)
C (1.92, 2.99, -3.72)
C (3.05, 3.01, -2.91)
C (3.19, 2.08, -1.89)
C (-0.11, -1.73, 1.38)
P (-0.01, -0.08, 2.15)
C (1.10, -0.16, 3.58)
C (1.33, -1.35, 4.27)
C (2.18, -1.35, 5.37)
C (2.78, -0.17, 5.79)
C (2.54, 1.01, 5.11)
C (1.71, 1.02, 4.00)
C (-1.65, 0.27, 2.80)
C (-1.78, 1.33, 3.70)
C (-3.04, 1.73, 4.12)
C (-4.17, 1.07, 3.66)
C (-4.04, 0.02, 2.77)
C (-2.79, -0.38, 2.33)
H (2.01, -2.22, 1.51)
H (1.04, -3.33, 0.58)
H (0.76, -1.57, -1.22)
H (2.42, -2.16, -1.02)
H (3.57, 0.21, 2.41)
H (5.90, -0.24, 3.05)
H (7.57, -0.83, 1.32)
H (6.89, -0.98, -1.05)
H (4.56, -0.54, -1.70)
H (0.23, 0.45, -2.29)
H (0.03, 2.06, -4.12)
H (1.82, 3.73, -4.51)
H (3.83, 3.75, -3.07)
H (4.06, 2.10, -1.25)
H (-0.51, -2.43, 2.10)
H (-0.86, -1.60, 0.59)
H (0.85, -2.27, 3.97)
H (2.37, -2.28, 5.90)
H (3.44, -0.18, 6.65)
H (3.00, 1.94, 5.43)
H (1.54, 1.93, 3.44)
H (-0.91, 1.89, 4.02)
H (-3.13, 2.58, 4.78)
H (-5.15, 1.40, 3.97)
H (-4.92, -0.47, 2.37)
H (-2.71, -1.16, 1.58)
O (-5.35, 3.06, 1.38)
C (-4.22, 2.80, 1.06)
C (-2.95, 3.46, 1.58)
O (-2.91, 4.38, 2.38)
C (-1.85, 2.73, 0.97)
C (-2.31, 1.65, 0.18)
O (-1.54, 0.78, -0.33)
C (-3.79, 1.65, 0.15)
O (-4.53, 0.89, -0.43)
O (-0.59, 2.93, 1.20)

---

[4]
Density functional theory data (ωB97M-V/def2-TZVPD) for a 2-piece molecular cluster, C5H11BrOSi overall at a distorted geometry.

## Properties
highest occupied orbital energy (alpha / beta) = -6.91 / -7.84 eV
2S+1 = 1
relative energy (zero: lowest compared OMol25 entry of this formula, charge and spin) = 105.0 kcal/mol
frontier orbital gap (alpha / beta) = 7.17 / 8.47 eV
net charge = 0

Positions of all 19 atoms, in Å:
C (1.05, 0.92, 0.82)
C (-1.07, -1.24, 0.77)
C (-2.07, 1.65, 0.24)
C (0.00, 0.33, -1.82)
C (2.61, -1.31, 0.44)
O (1.66, 1.65, 1.48)
Si (-0.52, 0.48, -0.06)
Br (3.51, -1.40, -1.16)
H (-0.54, -2.07, 0.40)
H (-0.69, -1.04, 1.83)
H (-2.19, -1.40, 0.83)
H (-2.83, 1.64, -0.60)
H (-2.59, 1.21, 1.12)
H (-1.90, 2.84, 0.33)
H (-0.73, 0.43, -2.56)
H (0.80, 1.00, -2.09)
H (0.44, -0.75, -2.00)
H (3.09, -0.83, 1.28)
H (1.97, -2.13, 0.75)

---

[5]
Density functional theory data (ωB97M-V/def2-TZVPD) for C30H36IN2O6TeW as an isolated structure.

## Properties
highest occupied orbital energy (alpha / beta) = -13.78 / -14.07 eV
2S+1 = 2
relative energy (zero: lowest compared OMol25 entry of this formula, charge and spin) = 12.3 kcal/mol
⟨S²⟩ = 0.7640
frontier orbital gap (alpha / beta) = 6.71 / 5.82 eV
net charge = +2

Positions of all 77 atoms, in Å:
W (0.26, 0.59, 0.39)
O (1.55, 4.16, 1.65)
C (1.43, 3.04, 1.29)
O (0.32, 2.53, 0.69)
C (2.52, 1.96, 1.45)
O (3.56, 2.08, 1.97)
O (2.10, 0.80, 0.81)
C (-1.85, 1.34, 3.52)
C (-1.03, 0.77, 2.44)
O (0.23, 0.51, 2.55)
N (-1.43, 0.53, 1.18)
Te (0.17, -3.77, 2.43)
C (0.57, -4.98, 4.04)
C (-0.58, -5.35, 4.79)
C (-1.97, -4.94, 4.39)
C (-0.40, -6.11, 5.92)
C (0.86, -6.53, 6.34)
C (1.03, -7.37, 7.57)
C (1.97, -6.19, 5.56)
C (1.87, -5.43, 4.41)
C (3.11, -5.19, 3.60)
C (1.93, -2.66, 2.21)
C (2.37, -1.87, 3.29)
C (1.60, -1.75, 4.58)
C (3.59, -1.23, 3.17)
C (4.39, -1.37, 2.03)
C (5.71, -0.68, 1.95)
C (3.91, -2.13, 0.97)
C (2.69, -2.79, 1.04)
C (2.27, -3.69, -0.10)
H (-2.70, 0.69, 3.71)
H (-2.25, 2.30, 3.16)
H (-1.28, 1.48, 4.43)
H (-2.20, -5.22, 3.36)
H (-2.12, -3.86, 4.50)
H (-2.71, -5.44, 5.02)
H (-1.27, -6.39, 6.51)
H (0.13, -7.38, 8.18)
H (1.87, -7.00, 8.17)
H (1.27, -8.40, 7.28)
H (2.95, -6.55, 5.86)
H (3.86, -5.94, 3.86)
H (3.55, -4.21, 3.80)
H (2.92, -5.27, 2.53)
H (0.52, -1.70, 4.42)
H (1.89, -0.84, 5.10)
H (1.81, -2.59, 5.24)
H (3.94, -0.62, 3.99)
H (6.27, -0.78, 2.88)
H (5.57, 0.39, 1.78)
H (6.32, -1.07, 1.14)
H (4.52, -2.25, 0.08)
H (2.70, -3.34, -1.03)
H (1.19, -3.73, -0.21)
H (2.62, -4.71, 0.06)
C (-0.10, -2.04, -2.78)
C (-0.87, -1.42, -1.64)
C (-1.82, -2.39, -0.96)
O (0.06, -0.93, -0.60)
H (-0.81, -2.35, -3.55)
H (0.44, -2.92, -2.45)
H (0.60, -1.34, -3.23)
H (-1.42, -0.54, -1.98)
H (-1.30, -3.29, -0.65)
H (-2.61, -2.67, -1.65)
H (-2.29, -1.92, -0.09)
I (3.17, 0.90, -4.81)
C (1.60, 1.59, -3.65)
C (0.74, 2.59, -4.10)
C (-0.29, 3.01, -3.27)
C (-0.44, 2.44, -2.03)
N (0.39, 1.47, -1.61)
C (1.39, 1.05, -2.40)
H (0.88, 3.03, -5.08)
H (-0.97, 3.79, -3.59)
H (-1.20, 2.76, -1.34)
H (2.03, 0.27, -2.01)

---

[6]
Density functional theory data (ωB97M-V/def2-TZVPD) for C22H28CaCl2N4O6 as an isolated structure at a distorted geometry.

## Properties
highest occupied orbital energy = 0.67 eV
2S+1 = 1
relative energy (zero: lowest compared OMol25 entry of this formula, charge and spin) = 50.9 kcal/mol
frontier orbital gap = 3.64 eV
net charge = -2

Positions of all 63 atoms, in Å:
Ca (0.77, -0.78, 0.68)
C (4.39, -4.09, 1.80)
O (4.30, -2.66, 1.98)
C (5.01, -1.84, 1.16)
C (6.37, -1.79, 1.02)
C (6.96, -0.98, 0.03)
C (6.22, -0.22, -0.86)
C (4.82, -0.42, -0.86)
C (4.06, 0.05, -1.97)
N (2.81, -0.36, -2.02)
N (1.99, 0.11, -2.92)
C (0.70, -0.13, -2.47)
O (0.47, -0.95, -1.53)
C (-0.38, 0.64, -3.17)
C (-1.64, 0.76, -2.58)
C (-2.55, 1.71, -2.93)
C (-2.28, 2.62, -3.94)
C (-1.00, 2.54, -4.55)
C (-0.08, 1.56, -4.22)
C (4.17, -0.89, 0.35)
O (3.07, -0.49, 0.81)
H (3.74, -4.39, 1.01)
H (4.04, -4.55, 2.71)
H (5.39, -4.45, 1.63)
H (7.16, -2.29, 1.59)
H (8.04, -1.00, 0.09)
H (6.73, 0.53, -1.53)
H (4.52, 0.63, -2.73)
H (-1.92, 0.07, -1.85)
H (-3.59, 1.71, -2.50)
H (-2.99, 3.42, -4.24)
H (-0.77, 3.22, -5.32)
H (0.82, 1.48, -4.76)
C (-4.49, 0.72, 2.73)
C (-4.32, 1.04, 1.21)
C (-4.75, 2.42, 0.89)
C (-5.11, 0.08, 0.28)
N (-2.96, 0.90, 0.84)
N (-2.10, 1.67, 1.49)
H (-5.54, 0.88, 3.04)
H (-3.84, 1.26, 3.34)
H (-4.37, -0.38, 2.85)
H (-5.76, 2.67, 1.21)
H (-4.73, 2.68, -0.22)
H (-4.13, 3.14, 1.44)
H (-6.18, 0.10, 0.47)
H (-4.73, -0.97, 0.40)
H (-4.98, 0.34, -0.81)
H (-2.64, -0.10, 0.64)
H (-2.52, 2.60, 1.40)
H (-0.54, 1.69, 1.21)
C (1.35, 2.32, 0.55)
O (0.41, 1.36, 1.11)
H (1.89, 2.89, 1.28)
H (0.70, 2.92, -0.05)
H (2.02, 1.74, -0.08)
Cl (-3.79, -3.19, 2.36)
C (-2.09, -3.15, 2.79)
Cl (-1.67, -5.01, 2.98)
C (-1.11, -2.40, 1.86)
O (0.16, -2.60, 2.09)
O (-1.50, -1.61, 0.95)
H (-1.97, -2.78, 3.83)

---

Repeat the fourth record exactly.
Density functional theory data (ωB97M-V/def2-TZVPD) for a 2-piece molecular cluster, C5H11BrOSi overall at a distorted geometry.

## Properties
highest occupied orbital energy (alpha / beta) = -6.91 / -7.84 eV
2S+1 = 1
relative energy (zero: lowest compared OMol25 entry of this formula, charge and spin) = 105.0 kcal/mol
frontier orbital gap (alpha / beta) = 7.17 / 8.47 eV
net charge = 0

Positions of all 19 atoms, in Å:
C (1.05, 0.92, 0.82)
C (-1.07, -1.24, 0.77)
C (-2.07, 1.65, 0.24)
C (0.00, 0.33, -1.82)
C (2.61, -1.31, 0.44)
O (1.66, 1.65, 1.48)
Si (-0.52, 0.48, -0.06)
Br (3.51, -1.40, -1.16)
H (-0.54, -2.07, 0.40)
H (-0.69, -1.04, 1.83)
H (-2.19, -1.40, 0.83)
H (-2.83, 1.64, -0.60)
H (-2.59, 1.21, 1.12)
H (-1.90, 2.84, 0.33)
H (-0.73, 0.43, -2.56)
H (0.80, 1.00, -2.09)
H (0.44, -0.75, -2.00)
H (3.09, -0.83, 1.28)
H (1.97, -2.13, 0.75)